Below is a cluster of 2 separate species, C5H14NO2 in total, with properties calculated with ωB97M-V/def2-TZVPD.

Output
energy relative to the best compared isomer or geometry (same formula, charge and spin) = 241.7 kJ/mol
multiplicity = 2
gap between HOMO and LUMO (spin up / spin down) = 4.21 / 8.23 eV
LUMO energy (spin up / spin down) = 0.4 / 0.1 eV
HOMO level (spin up / spin down) = -3.837 / -8.081 eV

Geometry (Å):
O 0.917 -2.375 3.614
H 1.926 -2.452 3.823
H 1.733 0.244 1.384
C 0.357 0.755 -1.249
C 0.003 -0.221 -0.012
H -2.010 -0.506 -0.957
H 0.612 -1.150 -0.223
O -0.582 0.388 -3.489
H 0.268 1.334 1.529
C 0.615 0.320 1.309
H -1.639 -1.457 0.602
H 0.400 2.791 -1.183
H 1.485 1.033 -1.368
H 0.171 -0.217 2.184
H 0.528 -1.112 -2.642
H -0.491 1.872 -2.319
N -0.368 2.041 -1.339
C -1.529 -0.519 -0.002
C 0.090 -0.154 -2.612
H -1.190 2.122 -0.648
H 0.590 -3.076 3.060
H -1.885 0.338 0.538

Listed below, in e, are the Mulliken charges computed for each atom: atom 1 (O): -0.64, atom 2 (H): 0.33, atom 3 (H): 0.32, atom 4 (C): -0.70, atom 5 (C): 0.33, atom 6 (H): 0.39, atom 7 (H): 0.29, atom 8 (O): -0.73, atom 9 (H): 0.31, atom 10 (C): -1.27, atom 11 (H): 0.34, atom 12 (H): 0.48, atom 13 (H): 0.35, atom 14 (H): 0.35, atom 15 (H): 0.49, atom 16 (H): 0.35, atom 17 (N): -0.22, atom 18 (C): -1.47, atom 19 (C): -0.39, atom 20 (H): 0.36, atom 21 (H): 0.32, atom 22 (H): 0.40